{"formula": "C2H11N3O", "method": "ωB97M-V/def2-TZVPD", "gap_ev": 9.7, "smiles": "NCN.NCO", "de_lowest_kj_mol": 147.1, "total_energy_ev": -8768.2896, "elements": ["O", "N", "N", "N", "C", "C", "H", "H", "H", "H", "H", "H", "H", "H", "H", "H", "H"], "coordinates": [[-1.464, -2.612, -0.824], [1.194, 3.361, 0.682], [-0.576, -4.235, 0.722], [-0.087, 2.776, -1.264], [1.083, 2.462, -0.460], [-0.750, -2.836, 0.406], [-1.753, -1.729, -0.918], [2.097, 2.600, -0.986], [1.522, 2.943, 1.542], [-0.087, 3.758, -1.340], [1.522, 4.305, 0.440], [-0.481, -4.834, -0.144], [-0.779, 2.292, -0.739], [0.217, -2.436, 0.664], [0.996, 1.356, -0.183], [-1.178, -4.835, 1.281], [-1.476, -2.337, 1.120]], "atomic_forces_ev_per_a": [[1.86, -2.21, -0.28], [-0.77, -0.01, 0.48], [0.34, -2.29, -1.98], [2.24, -2.03, -0.35], [2.18, -0.45, -0.41], [-3.25, 0.12, 2.25], [-0.27, 1.54, 0.14], [-1.68, -0.59, -0.20], [0.25, 0.50, -0.21], [-1.16, 1.16, 0.06], [0.09, -1.06, 0.53], [0.30, 1.37, 1.06], [-1.48, 0.85, 0.03], [0.53, 0.98, -1.47], [0.32, 1.63, 0.07], [-0.59, 1.33, 0.11], [1.08, -0.84, 0.16]], "lowdin_charge": [-0.060, -0.038, -0.019, -0.004, -0.400, -0.349, 0.049, 0.111, 0.053, 0.039, 0.072, 0.096, 0.048, 0.095, 0.121, 0.063, 0.124]}

---

{"formula": "C2H11N3O", "method": "ωB97M-V/def2-TZVPD", "gap_ev": [6.9, 8.1], "de_lowest_kj_mol": 584.8, "total_energy_ev": -8763.7531, "elements": ["O", "N", "N", "N", "C", "C", "H", "H", "H", "H", "H", "H", "H", "H", "H", "H", "H"], "coordinates": [[0.187, -0.524, -2.071], [-0.444, -1.536, 0.269], [-0.919, 0.200, -2.586], [-0.590, -0.302, 0.654], [1.188, 0.946, -0.075], [-0.505, -0.113, 2.084], [-0.368, -1.590, -0.768], [-1.580, 0.339, -1.821], [0.156, -2.156, 0.819], [-1.493, -0.302, 2.515], [1.816, 0.544, 0.723], [0.657, 1.827, 0.276], [-0.583, 1.124, -2.858], [0.232, -0.771, 2.565], [0.603, 0.126, -1.153], [-0.249, 0.926, 2.280], [1.893, 1.261, -0.853]], "atomic_forces_ev_per_a": [[0.49, 1.08, 1.16], [0.20, -0.29, -0.14], [-0.03, -0.01, 0.03], [-0.27, 0.13, -0.42], [0.48, 0.58, 0.67], [0.29, 0.03, -0.06], [-0.06, -0.01, 0.46], [0.13, 0.04, -0.05], [-0.13, 0.13, -0.05], [0.06, -0.05, -0.09], [-0.25, -0.18, 0.04], [-0.08, -0.06, -0.02], [0.00, -0.13, 0.06], [-0.04, 0.02, -0.02], [-0.63, -1.09, -1.25], [0.02, -0.04, 0.00], [-0.17, -0.13, -0.33]], "lowdin_charge": [-0.317, 0.038, -0.056, -0.140, -0.066, -0.121, 0.089, 0.054, 0.116, 0.090, 0.018, 0.014, 0.064, 0.081, 0.033, 0.073, 0.029]}

---

{"formula": "C2H11N3O", "method": "ωB97M-V/def2-TZVPD", "gap_ev": [7.4, 1.6], "s2": 0.76, "de_lowest_kj_mol": 153.3, "spin_multiplicity": 2, "total_charge": 1, "total_energy_ev": -8759.5617, "elements": ["O", "N", "N", "N", "C", "C", "H", "H", "H", "H", "H", "H", "H", "H", "H", "H", "H"], "coordinates": [[0.786, -1.586, 4.733], [-0.253, 1.314, -4.136], [-0.068, 0.293, -6.339], [-0.715, -0.564, 6.352], [0.286, -1.504, 6.107], [0.517, 1.063, -5.346], [1.369, 0.411, -4.965], [0.073, -2.533, 6.398], [-0.370, 0.317, 6.706], [1.250, -1.282, 6.590], [-1.455, -0.829, 6.982], [-0.923, -0.171, -6.001], [-0.410, 0.640, -7.242], [-1.232, 1.423, -4.414], [0.988, 2.006, -5.618], [0.198, -1.270, 4.048], [-0.041, 2.272, -3.854]], "atomic_forces_ev_per_a": [[0.11, 0.01, 0.35], [-0.54, 0.69, -2.22], [-2.63, 0.15, 0.21], [-0.87, 1.00, 0.21], [2.45, -0.94, -0.82], [-0.37, 0.39, 1.69], [0.35, 0.22, -0.19], [-0.73, 0.15, 0.07], [0.20, 0.00, -0.26], [-0.40, 0.16, 0.33], [-0.05, -0.51, -0.19], [0.66, -0.53, 0.32], [1.52, 0.22, -0.30], [-0.11, -0.64, 0.46], [0.46, -0.11, -0.85], [-0.72, 0.14, 0.30], [0.66, -0.39, 0.87]], "lowdin_charge": [-0.103, 0.117, 0.214, 0.024, -0.354, -0.264, 0.219, 0.112, 0.078, 0.112, 0.075, 0.148, 0.162, 0.113, 0.168, 0.056, 0.123]}

---

{"formula": "C2H11N3O2", "method": "ωB97M-V/def2-TZVPD", "gap_ev": 9.4, "smiles": "CNON.CNO", "de_lowest_kj_mol": 635.1, "total_energy_ev": -10811.7928, "elements": ["O", "O", "N", "N", "N", "C", "C", "H", "H", "H", "H", "H", "H", "H", "H", "H", "H", "H"], "coordinates": [[1.884, -0.968, 1.459], [-1.578, 1.200, 0.370], [1.220, -0.126, 0.511], [-1.525, -0.417, 0.098], [-0.648, 1.662, 1.223], [2.035, 0.062, -0.682], [-1.910, -0.599, -1.284], [-0.953, 1.462, 2.183], [-2.827, -0.055, -1.541], [0.305, -0.613, 0.274], [2.306, -0.889, -1.147], [0.338, 1.040, 1.007], [1.450, 0.657, -1.383], [-2.055, -1.664, -1.483], [2.388, -0.370, 2.027], [-2.263, -0.758, 0.713], [2.946, 0.601, -0.419], [-1.113, -0.226, -1.927]], "atomic_forces_ev_per_a": [[0.01, -0.01, -0.28], [-1.23, -2.00, -1.67], [-0.31, -0.70, -0.40], [0.10, 1.38, 0.92], [2.69, -1.37, 0.52], [0.06, -0.30, 0.22], [-0.21, 0.58, -0.12], [0.03, -0.01, -0.19], [0.04, -0.11, -0.01], [1.14, 0.33, 0.47], [0.04, 0.01, -0.03], [-2.17, 1.86, 0.81], [0.02, 0.07, -0.02], [0.01, 0.04, 0.09], [-0.22, 0.03, -0.13], [0.04, 0.24, -0.09], [-0.05, 0.04, -0.07], [0.00, -0.07, -0.02]], "lowdin_charge": [-0.064, -0.235, -0.212, -0.086, -0.081, -0.085, -0.138, 0.060, 0.078, 0.088, 0.081, 0.087, 0.083, 0.083, 0.092, 0.100, 0.080, 0.069]}

---

{"formula": "C2H11N3O2", "method": "ωB97M-V/def2-TZVPD", "gap_ev": 4.3, "de_lowest_kj_mol": 898.3, "total_energy_ev": -10809.0644, "elements": ["O", "O", "N", "N", "N", "C", "C", "H", "H", "H", "H", "H", "H", "H", "H", "H", "H", "H"], "coordinates": [[-2.986, 0.375, -0.646], [3.002, 0.351, -0.436], [-1.232, 0.550, 1.200], [0.770, 1.714, 1.090], [0.327, 0.004, -0.483], [-0.040, 0.763, 0.635], [-0.660, -1.092, -0.906], [-1.435, -0.680, -1.630], [2.260, -1.428, 0.959], [-1.380, 1.386, 1.833], [3.807, 0.834, -0.781], [-0.063, -1.902, -1.407], [-1.179, -1.418, 0.083], [-3.977, 0.451, -0.642], [-2.133, 0.590, 0.420], [1.726, 1.373, 0.882], [2.011, -2.130, 0.783], [1.183, 0.260, -0.955]], "atomic_forces_ev_per_a": [[-0.37, 0.17, 0.27], [0.50, 0.89, -0.10], [-0.72, 2.63, 0.92], [0.46, -0.79, -0.37], [-3.04, -0.91, 1.46], [0.20, -0.82, -2.31], [1.14, 0.67, 1.11], [0.54, -0.18, 0.93], [-0.18, -0.69, -0.26], [0.14, -1.51, -0.50], [-1.44, -0.48, 0.50], [-0.54, 0.81, 0.56], [0.90, 0.35, -2.12], [1.50, 0.12, 0.40], [-0.66, -0.87, -0.48], [0.57, 0.14, -0.09], [0.19, 0.61, 0.26], [0.83, -0.14, -0.20]], "lowdin_charge": [-0.290, -0.316, 0.097, 0.316, 0.090, -0.517, -0.034, 0.091, 0.019, 0.130, -0.009, 0.100, 0.113, 0.007, 0.048, 0.038, 0.042, 0.075]}

---

{"formula": "C2H11N4", "method": "ωB97M-V/def2-TZVPD", "gap_ev": 9.2, "de_lowest_kj_mol": 361.7, "total_charge": 1, "total_energy_ev": -8204.0661, "elements": ["N", "N", "N", "N", "C", "C", "H", "H", "H", "H", "H", "H", "H", "H", "H", "H", "H"], "coordinates": [[0.531, -0.747, -0.605], [1.077, -1.836, 0.140], [-1.913, -0.265, 0.217], [1.298, 0.434, -0.761], [1.378, 1.281, 0.411], [-2.767, 0.438, -0.392], [0.354, -1.115, -1.546], [1.816, 2.224, 0.091], [1.256, -1.554, 1.100], [2.220, 0.249, -1.153], [-2.466, 1.023, -1.253], [0.372, 1.479, 0.777], [-2.201, -0.819, 1.024], [-0.780, -0.430, -0.129], [1.948, -2.177, -0.266], [-3.806, 0.478, -0.080], [1.989, 0.872, 1.223]], "atomic_forces_ev_per_a": [[0.23, -0.06, -0.10], [0.01, -0.16, 0.14], [0.43, -0.37, 0.14], [0.03, 0.12, -0.66], [0.03, -0.12, 0.14], [-0.21, 0.05, 0.06], [0.11, 0.16, 0.37], [-0.01, 0.01, 0.09], [-0.09, 0.07, -0.18], [-0.21, -0.19, 0.07], [0.11, -0.01, -0.07], [0.00, 0.08, 0.07], [-0.23, 0.17, -0.13], [-0.06, 0.06, -0.06], [-0.12, 0.19, 0.01], [0.04, 0.00, 0.07], [-0.05, 0.01, 0.04]], "lowdin_charge": [-0.191, 0.050, 0.128, -0.113, -0.104, 0.093, 0.154, 0.092, 0.083, 0.123, 0.111, 0.070, 0.139, 0.083, 0.093, 0.112, 0.078]}

---

{"formula": "C2H11N4", "method": "ωB97M-V/def2-TZVPD", "gap_ev": 4.2, "de_lowest_kj_mol": 827.3, "total_charge": 1, "total_energy_ev": -8199.2413, "elements": ["N", "N", "N", "N", "C", "C", "H", "H", "H", "H", "H", "H", "H", "H", "H", "H", "H"], "coordinates": [[1.139, 1.403, 2.564], [-0.887, -0.986, -2.780], [0.367, -1.546, -0.808], [-0.539, 0.040, 1.431], [0.053, 1.290, 1.557], [-0.077, -0.455, -1.627], [0.566, 1.404, 3.410], [0.796, 0.151, -1.990], [-0.269, 2.390, 1.614], [0.701, 1.448, 0.560], [-0.462, -1.686, -3.385], [-1.322, -0.141, 2.029], [-0.176, -2.350, -1.111], [0.338, -1.414, 0.231], [-0.669, 0.146, -0.936], [-1.121, -0.175, -3.362], [1.563, 0.482, 2.605]], "atomic_forces_ev_per_a": [[-1.47, -2.13, 1.43], [0.60, 2.05, 1.26], [-0.45, 0.03, -0.08], [0.23, 0.95, -0.52], [3.47, 3.87, -5.17], [0.62, -2.79, -1.47], [0.74, 0.45, 0.78], [-0.58, 0.08, 0.45], [-1.77, -1.98, 0.27], [-1.40, -0.68, 1.70], [0.32, 0.12, 0.49], [-0.83, 0.07, 1.02], [0.37, -0.36, 0.46], [0.24, -0.03, -1.39], [-0.89, 1.06, 0.60], [-0.08, -0.56, 0.10], [0.88, -0.15, 0.07]], "lowdin_charge": [0.112, 0.050, 0.079, 0.243, -0.401, -0.295, 0.098, 0.155, 0.172, 0.141, 0.094, 0.091, 0.103, 0.081, 0.102, 0.090, 0.086]}

---

{"formula": "C2H11N4O", "method": "ωB97M-V/def2-TZVPD", "gap_ev": 10.7, "de_lowest_kj_mol": 499.1, "total_charge": 1, "total_energy_ev": -10249.7942, "elements": ["O", "N", "N", "N", "N", "C", "C", "H", "H", "H", "H", "H", "H", "H", "H", "H", "H", "H"], "coordinates": [[1.959, -1.202, 0.494], [1.945, 0.164, 0.364], [-1.046, -1.410, 0.521], [-3.440, 0.664, 0.848], [-0.498, 0.888, -1.429], [-2.532, 0.546, 0.125], [3.043, 0.829, 0.445], [-0.364, 0.536, -2.434], [-1.714, -1.769, -0.150], [2.843, -1.555, 0.749], [0.167, 0.304, -0.940], [-0.997, -2.288, 1.069], [-0.263, 1.843, -1.323], [-4.148, 0.893, 1.439], [-0.270, -1.271, -0.105], [-1.662, 0.595, -0.730], [3.916, 0.355, 0.563], [3.062, 1.878, 0.493]], "atomic_forces_ev_per_a": [[0.73, -0.22, -0.07], [0.55, 1.39, 0.12], [-1.24, -1.17, -0.17], [4.35, -0.68, -3.47], [-0.12, -2.74, -2.48], [-3.51, 0.19, 2.42], [-3.77, -0.95, -0.09], [-0.56, 1.27, 1.66], [-0.77, 0.18, -0.39], [-0.33, 0.46, -0.21], [0.61, 0.60, 0.58], [1.06, 0.94, -0.03], [0.54, 1.06, -0.13], [-2.24, 0.54, 1.90], [0.96, -0.64, 0.71], [0.81, 0.49, -0.54], [3.47, -1.89, 0.54], [-0.53, 1.17, -0.36]], "lowdin_charge": [-0.069, -0.100, 0.027, 0.282, 0.074, 0.128, 0.034, 0.143, 0.030, 0.119, 0.007, 0.072, 0.074, 0.087, -0.020, 0.004, 0.040, 0.071]}